{"formula": "C22H33N3OSSb2TeW", "method": "the ωB97M-V functional and the def2-TZVPD basis", "lumo_energy_ha": -0.26764, "e_above_lowest_kj_mol": 105.74, "orbital_gap_ha": 0.2342, "mol_weight_g_mol": 942.6, "total_energy_ev": -62880.8078, "homo_ev": -13.7, "largest_force_ha_per_bohr": 0.02964, "total_charge": 2, "species": ["H", "H", "C", "C", "H", "C", "Sb", "H", "C", "H", "C", "C", "H", "H", "S", "H", "C", "C", "H", "H", "N", "H", "H", "H", "H", "H", "H", "C", "H", "W", "C", "O", "C", "H", "C", "N", "C", "H", "C", "Sb", "C", "H", "H", "C", "H", "H", "C", "H", "H", "H", "C", "C", "H", "H", "H", "H", "H", "C", "H", "C", "N", "C", "Te", "H"], "xyz": [[-1.955, 4.014, -0.009], [-2.448, -1.745, 4.697], [4.774, 1.164, -0.217], [0.184, 2.605, 2.178], [-0.154, -4.091, 2.203], [-4.806, 0.550, 3.962], [-0.777, -1.970, 0.752], [2.008, 1.482, -5.209], [-2.668, -2.763, 0.269], [3.466, 2.599, -1.852], [-2.383, -0.451, 2.992], [5.007, 0.446, -1.415], [2.224, -3.038, -0.917], [-1.738, 3.187, -1.567], [-1.224, -0.561, -2.409], [-0.663, -1.653, 3.371], [-4.168, -0.481, 4.633], [-2.638, 1.051, 0.923], [2.884, 3.637, -3.188], [-0.399, 4.105, -0.848], [-1.497, -2.656, -4.051], [-4.595, -0.895, 5.536], [-4.766, 1.842, 2.264], [-1.120, -3.433, -4.574], [-0.274, -0.159, 2.572], [-2.430, -2.339, -4.256], [-2.955, -3.444, 1.069], [2.026, 0.815, -4.351], [-2.631, -3.305, -0.673], [0.740, -0.310, -0.890], [-1.021, -0.955, 2.613], [1.753, -0.504, 0.931], [3.681, 0.903, 0.561], [-5.737, 0.955, 4.334], [-3.054, 0.555, 2.284], [1.193, -1.710, -2.226], [-4.250, 1.054, 2.799], [3.494, 1.433, 1.485], [-0.718, -2.010, -3.198], [-0.663, 1.738, 0.449], [2.121, -2.023, -1.286], [0.519, -4.347, 0.581], [-0.610, 3.068, 2.762], [0.379, -3.620, 1.378], [1.341, -3.248, 1.724], [5.476, 1.932, 0.080], [2.820, -0.162, 0.208], [0.894, 3.368, 1.864], [-2.818, 0.285, 0.160], [4.364, -1.135, -2.696], [-1.252, 3.463, -0.633], [-2.965, -0.967, 4.149], [3.045, 0.586, -4.055], [-3.397, -1.957, 0.205], [5.888, 0.669, -2.003], [1.476, -0.095, -4.577], [2.231, 3.853, -1.550], [4.158, -0.550, -1.808], [-3.277, 1.891, 0.646], [3.054, -0.911, -0.992], [0.499, -2.553, -2.943], [2.616, 3.129, -2.263], [1.039, 1.808, -2.760], [0.695, 1.858, 2.779]], "atomic_forces_ev_per_a": [[0.0073, 0.0190, -0.0143], [-0.0030, -0.0034, -0.0058], [0.0009, -0.0325, -0.0666], [-0.0084, 0.0202, 0.1029], [0.0165, -0.0180, -0.0015], [-0.0069, 0.0048, 0.0005], [-0.0228, 0.3319, 0.1591], [0.0261, -0.0083, -0.0044], [-0.0785, -0.0237, -0.0173], [-0.0065, -0.0197, -0.0141], [0.0100, 0.0023, 0.0297], [-0.0059, 0.0131, 0.0692], [-0.1457, 0.0259, 0.1149], [-0.0161, -0.0192, 0.0129], [-0.2075, 0.1456, 0.0738], [-0.0101, -0.0216, -0.0252], [-0.0006, -0.0094, 0.0095], [-0.0798, -0.0371, -0.0049], [0.0119, 0.0225, 0.0224], [0.0049, -0.0078, -0.0040], [-0.0592, 0.1213, -0.0253], [0.0025, 0.0047, 0.0000], [-0.0054, -0.0095, -0.0036], [-0.0107, -0.0165, 0.0245], [-0.0188, 0.0181, 0.0228], [-0.0015, 0.0013, 0.0120], [-0.0091, 0.0060, -0.0049], [0.0311, 0.0017, -0.0210], [0.0297, 0.0137, -0.0061], [0.5580, -0.4029, -1.2017], [0.0392, 0.0035, 0.0862], [-0.0877, -0.1311, -0.0992], [0.0190, -0.0315, -0.0110], [0.0025, -0.0030, 0.0003], [-0.0241, -0.0364, -0.0374], [-0.2154, -0.4001, 1.4551], [-0.0035, 0.0214, -0.0040], [0.0035, -0.0009, 0.0052], [0.4439, -0.4589, -0.0707], [-0.1362, 0.1289, 0.0831], [0.3325, 0.1382, -0.3614], [-0.0148, 0.0141, -0.0189], [0.0059, -0.0058, 0.0045], [0.0270, -0.1004, -0.0519], [-0.0039, 0.0036, 0.0057], [-0.0071, -0.0022, 0.0191], [-0.0253, -0.0100, 0.1894], [-0.0013, 0.0002, -0.0006], [0.0138, -0.0125, 0.0221], [0.0029, 0.0135, -0.0043], [0.0141, 0.0874, 0.0297], [0.0245, 0.0425, 0.0226], [-0.0015, -0.0071, -0.0034], [-0.0049, -0.0122, -0.0037], [-0.0083, -0.0013, -0.0110], [-0.0145, 0.0055, 0.0106], [0.0126, -0.0067, 0.0133], [-0.0426, 0.0128, -0.0177], [0.0104, -0.0004, -0.0110], [0.0654, 0.1824, -0.0510], [-0.2304, 0.4433, -0.4977], [0.0331, 0.0068, -0.0195], [-0.2396, 0.0026, 0.1115], [0.0086, -0.0085, -0.0171]], "nbo_charge": [0.26, 0.22, -0.17, -0.96, 0.26, -0.19, 1.36, 0.26, -0.97, 0.24, 0.01, -0.20, 0.24, 0.25, -0.02, 0.26, -0.19, -0.75, 0.26, 0.24, -0.72, 0.24, 0.22, 0.44, 0.23, 0.43, 0.26, -0.86, 0.25, 0.36, -0.76, -0.69, -0.19, 0.24, -0.08, -0.18, -0.18, 0.24, 0.28, 1.28, -0.10, 0.25, 0.26, -0.97, 0.26, 0.25, 0.26, 0.25, 0.23, 0.24, -0.98, -0.21, 0.24, 0.25, 0.25, 0.24, 0.24, -0.17, 0.26, -0.18, -0.34, -0.88, 0.88, 0.25]}